No. 1
Formula: C4H26N8O9
Source: the Open Molecules 2025 dataset
Level of theory: ωB97M-V/def2-TZVPD

Output
LUMO energy	0.2	eV
HOMO level	-0.3614	hartree
Kohn-Sham gap	10.0	eV
SMILES	NC(N)=O.NC(N)=O.NC(N)=O.NC(N)=O.O.O.O.O.O

Geometry (Å):
1 N 1.22092 -2.72704 -4.15437
2 C 1.30413 -1.35424 -4.12275
3 N 0.38831 -0.75529 -3.31677
4 O 2.11866 -0.73813 -4.76750
5 H 0.35562 -3.19708 -3.96049
6 H 1.90343 -3.16328 -4.74671
7 H -0.29316 -1.21733 -2.74465
8 H 0.38384 0.24391 -3.41376
9 N 1.14222 -0.16909 2.42943
10 C 1.56542 -1.35533 1.89401
11 N 2.75640 -1.27502 1.23934
12 O 0.96938 -2.41408 2.04706
13 H 0.28654 -0.26338 2.94630
14 H 1.27495 0.68812 1.90898
15 H 3.17765 -2.13756 0.95152
16 H 3.25493 -0.40987 1.13818
17 N -1.71762 -2.41142 0.78305
18 C -1.08021 -1.96685 -0.34032
19 N -0.07545 -2.78857 -0.74067
20 O -1.48715 -0.95772 -0.92462
21 H -2.55147 -1.94663 1.09073
22 H -1.45997 -3.28298 1.21086
23 H 0.48480 -2.49749 -1.52035
24 H 0.14920 -3.60233 -0.19915
25 N -2.26166 1.81609 3.95634
26 C -1.94649 1.16405 2.81349
27 N -1.90086 -0.20543 2.89192
28 O -1.73045 1.74065 1.75383
29 H -2.33933 2.81589 3.93755
30 H -2.58848 1.30457 4.75508
31 H -1.95587 -0.63299 3.80140
32 H -1.34821 -0.68439 2.19971
33 O 1.84896 2.48714 1.04433
34 H 1.85062 3.27941 1.58922
35 H 0.99089 2.50107 0.59564
36 O 0.45297 4.41078 -0.85886
37 H 0.25905 3.51851 -1.17600
38 H 0.76483 4.88981 -1.63122
39 O 2.79420 1.67600 -1.92034
40 H 2.54790 1.97027 -1.03536
41 H 2.16649 2.10348 -2.50752
42 O -0.26214 1.54121 -0.81525
43 H -0.70881 1.43637 0.03625
44 H -0.37235 0.67281 -1.22591
45 O -3.70250 0.73637 -0.57357
46 H -3.11961 -0.03836 -0.56853
47 H -3.51051 1.19537 0.25043

=====

No. 2
Formula: C13H26BKO6P2
Source: the Open Molecules 2025 dataset
Level of theory: ωB97M-V/def2-TZVPD

Output
LUMO energy	-2.0	eV
HOMO level	-0.2698	hartree
Kohn-Sham gap	5.3	eV

Geometry (Å):
1 C 6.84541 1.18730 1.49167
2 C 5.77458 1.81980 0.63410
3 C 5.40782 1.15479 -0.83785
4 O 6.33496 0.85950 -1.76155
5 O 3.97050 0.93320 -1.11885
6 C 3.77920 -0.51458 -1.36288
7 C 2.64059 -1.14935 -0.33527
8 C 1.60851 -2.02705 -1.28572
9 C 0.68046 -2.96840 -0.29232
10 C -0.29315 -2.05853 0.71851
11 C -1.51831 -1.50834 -0.22153
12 B -2.38190 -0.25648 0.44825
13 C -2.94400 -0.64476 1.94675
14 C -2.01966 -0.11467 3.19262
15 O -0.80205 -0.56682 3.52813
16 P -3.96718 -0.08312 -0.68006
17 C -3.40252 0.10424 -2.49510
18 C -4.98853 1.46000 -0.20843
19 P -1.45961 1.42105 0.45989
20 O -0.03614 1.40240 1.14632
21 O -2.43249 2.56663 1.40707
22 O -1.25134 2.10732 -1.15192
23 H 6.54627 0.98263 2.61112
24 H 7.92634 0.93959 1.07885
25 H 5.19025 2.76719 1.06218
26 H 4.76508 -1.15306 -1.19978
27 H 3.46967 -0.62251 -2.50905
28 H 2.04455 -0.30584 0.22390
29 H 3.11709 -1.87238 0.47753
30 H 0.99157 -1.25215 -1.92125
31 H 2.27820 -2.73844 -1.94043
32 H 1.41177 -3.60735 0.39093
33 H 0.05862 -3.75376 -0.92433
34 H -0.74610 -2.82002 1.49148
35 H 0.31219 -1.18386 1.22754
36 H -1.15432 -1.25685 -1.30713
37 H -2.29547 -2.40944 -0.31679
38 H -3.99929 -0.11668 2.05784
39 H -3.07268 -1.80835 2.04856
40 H -2.47693 0.71966 3.90569
41 H -3.83742 1.13270 -2.88421
42 H -2.22289 0.15321 -2.60941
43 H -3.76826 -0.76405 -3.20667
44 H -6.00815 1.40426 -0.80818
45 H -4.46013 2.45211 -0.56813
46 H -5.21870 1.52842 0.94704
47 H -2.35901 3.47607 0.98904
48 H -1.92924 2.86433 -1.25042
49 K -4.10815 4.12042 -0.28774

=====

> HOMO level of number 1 (C4H26N8O9)?

-0.3614 hartree

=====

> The lowest Kohn-Sham gap belongs to which entry?

C13H26BKO6P2